Below is 8 unconnected molecules or ions with the total composition C39H99F3N15O14P5 in a non-equilibrium geometry, with properties calculated with wB97M-V/def2-TZVPD.

Cartesian coordinates (Å):
P 5.68662 0.68218 1.11474
P 1.49057 0.46173 -7.85871
P -0.86364 5.46424 0.92421
P -5.26199 -1.90155 3.99849
P 2.04837 -2.14680 4.53940
F -7.28168 -4.63856 -2.01955
F -2.29551 1.08064 -1.61185
F -2.77971 -2.79108 -4.55760
O -0.76096 -2.84323 -3.59834
O -4.78661 -3.30925 3.81186
O 1.67153 0.47952 -9.33933
O -5.09732 -4.33969 -2.40295
O 1.23482 1.57348 -2.54493
O -4.88174 -4.66283 -0.29415
O -3.68077 -3.07092 -1.32612
O -0.90632 5.78417 2.38119
O -0.35160 -3.86700 -1.56698
O 2.28419 -0.85367 5.22237
O -1.38356 -4.95264 -3.33805
O -0.75231 0.42634 -3.01888
O 5.68579 -0.77793 1.20581
O 0.11824 0.36409 -0.95625
N -5.28815 -1.52327 5.70023
N 7.25862 1.43185 0.87553
N 3.42744 -3.08870 4.34648
N -0.11927 0.41715 -7.39411
N 5.13185 1.59675 2.44962
N 1.47059 -1.99183 2.89362
N -4.41681 -0.74505 3.10698
N 0.83000 -3.13227 5.40932
N 2.14865 -0.97150 -7.11953
N 2.12387 1.72595 -6.97010
N -6.84487 -1.53844 3.55771
N -2.05761 6.11206 -0.14565
N 0.53111 5.98253 0.02785
N 4.75562 1.21342 -0.18289
N -0.81824 3.78092 0.71948
C -0.88839 -0.64038 -1.10534
C 8.26331 1.28860 1.94557
C 7.84688 1.24680 -0.45871
C -7.30909 -0.16045 3.36244
C 4.70794 -2.75210 4.99077
C -6.51063 -1.53959 6.58073
C -4.30877 0.70337 3.58212
C 0.10293 -4.23551 4.84476
C -7.89075 -2.54046 3.49440
C -2.07026 3.04927 1.02220
C 3.34794 -4.36581 3.69893
C 3.59162 0.44116 -0.49262
C 2.36319 -1.49151 1.89205
C 5.18202 1.09371 3.79867
C 3.34939 -1.48607 -7.67957
C 0.29150 0.86776 -2.17591
C 1.76792 6.26520 0.79075
C -1.75174 0.00643 -2.13531
C -4.10549 -1.94453 6.40857
C 1.91396 1.87831 -5.48934
C 0.66468 -3.05450 6.86934
C -3.93139 -1.10987 1.70516
C -6.11293 -5.25625 -2.16574
C -0.85682 -0.77045 -7.38623
C 0.70234 5.79909 -1.36280
C 1.90127 -1.38471 -5.74213
C -0.72267 -3.90691 -2.74001
C 2.83618 2.85646 -7.63980
C 4.37426 2.87417 2.29445
C 4.99518 2.45826 -0.93292
C -4.47051 -3.98739 -1.32158
C -1.31277 -4.64555 -4.73252
C 0.39793 3.01557 1.02587
C 0.05965 -1.62608 2.58489
C -2.83082 7.31458 0.13828
C -5.65032 -5.70873 -0.73812
C -0.93752 1.64120 -7.64798
C -2.40410 5.37247 -1.31478
C -1.53364 -3.15710 -4.73203
H 5.67644 1.77074 4.49529
H 0.46269 -4.40021 3.82911
H 1.70014 6.06400 -1.71254
H 4.64052 -2.85888 6.07344
H -5.02461 -6.59695 -0.82558
H -6.98611 0.43241 4.21819
H -2.22352 3.13853 2.09767
H 4.82197 2.21417 -1.98102
H 1.91973 7.30257 1.08893
H 1.26288 3.61558 0.74310
H -0.45640 -1.58078 -1.44759
H -0.49685 2.34224 -6.93915
H 0.88332 -2.05949 7.25695
H 0.92214 -1.09500 -5.36072
H 4.71056 3.47106 1.44667
H -1.91394 1.98478 0.84752
H 4.23053 3.22039 -0.78269
H -3.14444 -1.89349 5.89683
H -3.33198 7.65936 -0.76619
H 4.17477 0.75907 4.04681
H -2.02184 -5.34114 -5.18137
H -0.78322 1.91871 -8.69071
H 2.17105 3.68503 -7.88306
H -1.17644 -2.66114 -5.63454
H 3.30279 2.70334 2.19022
H 5.52473 -3.33866 4.57018
H -2.04381 8.03765 0.35247
H 0.86028 1.68588 -5.28731
H -0.96264 -4.07331 5.00709
H 2.08412 -2.45849 -5.70129
H 4.48225 3.47570 3.19700
H 3.40781 0.39414 -1.56598
H -6.21755 -1.29400 7.60146
H -2.00219 1.50910 -7.45526
H -0.28337 -1.69182 -7.28458
H 2.67022 -0.90310 -5.13809
H 4.34771 -4.58992 3.32699
H -1.65846 -0.70782 -6.65033
H 8.76149 0.34047 2.14792
H 3.17300 -2.20104 1.72215
H -0.35782 -3.16711 7.22978
H -1.42980 -0.98631 -8.28801
H 2.40159 1.09288 -4.91192
H -4.29830 -2.94180 6.80401
H -3.56120 1.32350 3.08746
H -6.82346 0.25547 2.47967
H 8.98286 2.09336 1.79488
H 5.97469 2.93545 -0.96379
H -8.70900 -2.33061 2.80555
H -3.91940 0.68384 4.60002
H 4.91408 -1.69581 4.81796
H -6.14340 -6.01191 -2.95069
H 2.74637 -0.54306 2.26850
H 7.81156 1.60833 2.88461
H 3.34982 2.52373 -8.54177
H -8.26557 -2.66042 4.51088
H 5.78465 0.18564 3.81708
H 3.01219 -5.05934 4.46988
H -3.48844 -2.10278 1.62767
H 1.34326 -3.81896 7.24778
H 3.70824 -0.60781 -0.22029
H -0.11581 -0.57383 2.80865
H -2.25808 5.97132 -2.21376
H 2.64930 6.06738 0.18072
H -6.43712 -5.93059 -0.01713
H 2.92731 -2.39878 -8.10016
H 2.72211 -4.43366 2.80908
H 8.59315 0.45790 -0.55266
H -3.97798 -1.27103 7.25606
H -3.45326 5.09104 -1.40513
H -1.35473 -0.75111 -0.12638
H 0.47620 4.75301 -1.56938
H -0.58819 -2.21334 3.23569
H 0.04194 6.49479 -1.88047
H -5.19642 1.31999 3.44084
H 8.35279 2.17046 -0.73978
H 1.90930 -1.32276 0.91552
H -7.16364 -0.72015 6.28039
H 2.71837 0.78065 0.06441
H -3.19877 -0.44307 1.25046
H 3.58826 3.26828 -6.96683
H 0.48631 2.72326 2.07221
H 0.46701 -5.15886 5.29529
H 4.10096 -1.73765 -6.93127
H -3.52162 7.15645 0.96646
H -2.50928 -0.65663 -2.55314
H 1.81900 5.63290 1.67714
H -2.07295 4.34954 -1.49383
H 3.66968 -0.86127 -8.51332
H -7.49668 -3.53711 3.29567
H -0.21219 -1.85623 1.55472
H 7.14646 1.21958 -1.29344
H -0.34559 -4.86036 -5.18696
H -7.06104 -2.47831 6.64363
H -4.88877 -1.10487 1.18410
H -2.97423 3.35536 0.49565
H 0.50582 2.13644 0.39058
H -8.39530 -0.08360 3.31398
H 2.22063 2.84892 -5.09949

Atomic forces in eV per Å
P 0.75 3.01 0.11
P 0.20 -1.34 0.96
P 1.13 0.13 -1.37
P -0.74 -0.06 1.06
P -1.66 -0.91 -0.48
F -1.30 0.77 -0.58
F -1.72 2.08 0.79
F -2.05 0.54 0.57
O 0.67 0.65 0.65
O -0.67 1.42 -0.46
O 0.61 0.38 1.31
O -1.03 -0.36 -3.42
O -3.08 -2.04 1.04
O 0.64 0.34 1.90
O -0.32 -0.94 0.39
O -0.03 0.73 -1.55
O -0.65 -0.11 -3.86
O 0.21 -0.68 0.05
O 1.91 0.64 0.54
O 1.13 1.09 -0.09
O -0.09 -0.58 0.71
O 0.70 -0.10 -0.63
N -0.27 0.39 -1.59
N -1.01 -1.61 -0.75
N -0.35 1.65 -0.44
N 0.35 0.82 0.32
N 0.16 0.27 -1.19
N -1.83 -1.34 1.17
N 1.73 1.29 0.62
N 0.89 2.36 -1.09
N -2.56 2.70 0.11
N 0.70 1.48 -0.31
N -0.46 -0.49 -0.99
N 0.65 -2.41 1.38
N 0.69 0.61 3.84
N 2.33 0.86 0.61
N -1.20 -0.08 -1.17
C -0.52 -0.58 1.51
C -0.85 1.54 0.42
C 0.37 0.94 -0.34
C 1.03 -0.24 0.49
C -0.82 0.82 0.03
C 0.87 0.73 -0.99
C 0.68 -1.06 -0.23
C 1.35 -0.25 -0.27
C 0.40 -0.90 1.32
C 0.96 -0.11 0.92
C 0.35 -0.42 0.26
C -0.50 -0.71 -0.19
C 1.19 0.14 0.42
C -0.05 -1.16 -0.45
C -0.78 -1.17 -0.99
C 2.37 1.65 -1.93
C -0.10 -0.27 -0.03
C 0.91 -2.36 -0.17
C -0.01 0.05 1.18
C -0.58 -1.12 -1.01
C 0.85 0.70 -0.68
C -1.59 -0.13 1.21
C 1.30 -1.06 2.40
C -1.52 -1.69 -0.49
C -0.80 0.00 -0.80
C 0.78 0.60 -0.64
C -1.05 -0.19 3.28
C -0.26 -0.56 0.41
C 0.41 -0.90 0.00
C -1.17 -0.47 -1.16
C 2.15 3.54 0.37
C -1.02 -1.30 -0.44
C 0.17 0.72 -0.56
C 0.61 -0.47 1.50
C 1.30 -0.25 0.11
C -1.09 -2.37 -0.84
C 1.63 -0.61 0.28
C -1.58 -0.53 -1.55
C 1.73 -1.08 -1.05
H -0.45 0.30 0.11
H -0.85 0.40 -0.43
H 0.10 -0.22 0.34
H 0.23 -0.34 0.10
H 0.07 -0.16 0.00
H -0.13 0.30 0.03
H -0.49 0.00 0.23
H 0.04 -0.23 -0.34
H -0.53 0.20 0.14
H 0.03 0.18 0.26
H -0.05 0.10 0.12
H -0.47 0.69 -0.39
H 0.71 -0.04 -0.20
H 0.02 -0.12 -0.15
H 0.14 -0.16 0.06
H 0.05 0.01 -0.31
H -0.06 0.18 0.62
H -0.37 -0.18 -0.61
H -0.12 -0.23 0.07
H -0.05 0.31 0.94
H -0.30 0.67 -0.34
H -0.20 0.44 0.03
H -0.20 -0.02 -0.14
H 0.43 0.11 0.37
H -0.19 -0.17 -0.13
H -0.20 -0.07 0.05
H -0.57 0.62 0.51
H -0.15 0.43 0.18
H -0.13 -0.43 -0.49
H -0.35 -0.23 0.24
H 0.28 -0.06 0.05
H -0.16 0.51 -0.06
H 0.34 -0.02 -0.07
H 0.21 -0.32 0.15
H 0.36 0.31 0.41
H -0.01 -0.20 0.59
H 0.02 -0.41 0.23
H 0.11 -0.17 0.60
H -0.15 -0.30 -0.65
H 0.33 0.25 0.08
H -0.24 -0.68 -0.51
H 0.00 0.34 -0.73
H 0.43 0.23 -0.15
H 0.56 -0.30 0.05
H 0.42 -0.77 -0.69
H -0.36 0.19 -0.16
H 0.46 -0.27 -0.27
H 0.01 -0.44 0.95
H 0.26 0.27 -0.06
H -0.68 0.12 0.21
H 0.11 -0.03 -0.06
H -0.09 0.16 0.07
H 0.56 0.29 -0.51
H -0.32 -0.24 0.10
H -0.22 -0.06 0.02
H -0.84 0.01 0.08
H 0.09 -0.11 -0.12
H 0.10 -0.83 -0.41
H -0.25 -0.10 0.50
H -0.26 0.05 0.89
H 0.45 0.09 0.25
H -0.14 0.26 -0.19
H 0.44 -0.03 -0.22
H -0.06 -0.42 -0.14
H -0.16 0.24 -0.31
H 1.26 -0.76 -0.51
H -0.40 0.42 0.22
H -0.22 -0.34 0.16
H 0.05 0.01 0.29
H -0.87 0.60 0.59
H -0.09 -0.13 -0.19
H 0.03 -0.05 -0.85
H -0.16 0.10 -0.04
H -0.25 -0.34 -0.49
H -0.29 -0.43 0.43
H 0.56 0.27 0.34
H -0.49 -0.10 0.27
H -0.23 -0.25 -0.16
H -0.31 0.28 -0.32
H -0.31 0.54 0.53
H 0.07 -0.22 0.11
H -0.09 0.06 0.19
H -0.48 -0.37 0.60
H 0.23 0.39 -0.10
H -0.07 0.32 -0.06
H 0.21 0.17 -0.50
H 0.09 0.15 0.13
H 1.39 0.36 0.55
H 0.42 -0.08 0.23
H 0.27 0.12 -0.45
H 0.34 -0.07 -0.01
H -0.41 -0.79 0.47
H 0.28 -0.03 0.35
H 0.11 -0.20 -0.36
H 0.45 -0.09 -1.04
H 0.30 0.33 -0.17
H -0.48 -0.07 0.12
H 0.12 -0.29 -0.18
H -0.07 -0.05 -0.38

The value obtained for the gap between HOMO and LUMO is 8.2 eV. The electronic energy comes out at -5426.56368 Ha. Its largest force on an atom is 0.0808 Eh/bohr. The value obtained for the energy relative to the best compared isomer or geometry (same formula, charge and spin) is 500.1 kJ/mol. Its SMILES is CN(C)P(=O)(N(C)C)N(C)C.CN(C)P(=O)(N(C)C)N(C)C.CN(C)P(=O)(N(C)C)N(C)C.CN(C)P(=O)(N(C)C)N(C)C.CN(C)P(=O)(N(C)C)N(C)C.O=C1OC[C@@H](F)O1.O=C1OC[C@@H](F)O1.O=C1OC[C@@H](F)O1. The calculation puts the HOMO energy at -8.034 eV.